# C36H103N5O13

A molecular structure, C36H103N5O13 at a distorted geometry (ωB97M-V with the def2-TZVPD basis set, the OMol25 dataset).

Values from the calculation:
2S+1 = 1
strongest force on any atom = 14.1 eV/Å
gap between HOMO and LUMO = 7.01 eV
energy relative to the best compared isomer or geometry (same formula, charge and spin) = 5305.3 kJ/mol

The geometry in XYZ format:
```
157
C36H103N5O13, DFT ωB97M-V with the def2-TZVPD basis set
C -3.27910 -2.17628 -0.83701
C -3.31225 -1.40700 -2.12539
O -2.84580 -0.17187 -1.78781
H -3.50913 -3.21301 -1.08267
H -4.02472 -1.84069 -0.11621
H -2.30105 -2.16134 -0.35609
H -4.33632 -1.35723 -2.49540
H -2.73982 -1.78756 -2.97132
H -1.88761 -0.16984 -1.72892
C -0.76003 -4.83217 -0.84958
C -0.36452 -3.35818 -0.70478
O 0.94884 -3.18317 -0.13833
H -0.13493 -5.28013 -1.62204
H -1.83018 -4.87277 -1.05261
H -0.57835 -5.32474 0.10565
H -1.16450 -2.90614 -0.11846
H -0.48028 -2.87779 -1.67634
H 1.53285 -3.01314 -0.88103
C -1.40552 2.92096 -4.23960
C -0.69698 1.62962 -3.88303
O -1.08762 1.19513 -2.59917
H -2.47457 2.86388 -4.44453
H -0.95648 3.19154 -5.19523
H -1.24324 3.76834 -3.57348
H 0.38873 1.72612 -3.88838
H -0.97148 0.92339 -4.66661
H -2.04487 1.12241 -2.59796
C -0.70474 0.53928 4.40294
C -1.99010 0.31867 3.62451
O -2.52247 -0.94863 3.79552
H -0.33215 1.56245 4.35403
H 0.08188 -0.09481 3.99398
H -0.86920 0.21963 5.43196
H -2.02323 0.45247 2.54326
H -2.78873 1.00320 3.91031
H -3.27411 -1.08597 3.21434
C -0.76687 -1.90522 2.16792
C 0.70264 -2.09460 2.30779
O 1.11745 -3.38260 1.84139
H -1.36836 -2.52007 2.83745
H -1.16806 -2.08584 1.17067
H -1.06128 -0.88468 2.41275
H 1.00247 -2.00051 3.35151
H 1.24857 -1.30197 1.79612
H 0.84917 -3.45184 0.92225
C 0.32886 4.40784 -1.54272
C 0.46008 3.00347 -1.02199
O 0.70954 2.10882 -2.13832
H 1.31485 4.67014 -1.92628
H 0.14606 5.17720 -0.79254
H -0.33338 4.44260 -2.40779
H -0.42458 2.72188 -0.45087
H 1.29022 2.91014 -0.32179
H -0.08016 1.59468 -2.32173
C -0.94246 -0.97165 -5.41507
C -1.07776 -2.10533 -4.40323
O -0.00356 -2.18566 -3.51554
H -1.68451 -1.14507 -6.19441
H -0.02274 -1.15516 -5.97054
H -0.84025 0.05517 -5.06393
H -1.02639 -3.06835 -4.91122
H -1.97375 -2.21997 -3.79319
H 0.37620 -3.06714 -3.49602
C -0.69749 3.25264 1.17960
C -1.09296 3.37833 2.69568
O -2.18021 2.50236 2.83459
H -1.38115 3.84259 0.56914
H -0.69142 2.22758 0.80905
H 0.31896 3.60938 1.01331
H -1.32210 4.39873 3.00293
H -0.31906 2.91535 3.30791
H -2.92390 2.93985 2.41374
C 1.28653 -0.67998 -1.94369
C -0.11817 -0.95291 -1.30879
C -0.54877 -0.07487 -0.04885
O 0.37199 -0.21419 1.01579
C 0.19820 0.82121 2.04348
N -1.08920 -0.72948 -2.37109
H 1.37319 0.39637 -2.09224
H 1.51515 -1.29881 -2.81137
H 2.02770 -0.87368 -1.16829
H -0.21790 -1.99375 -1.00091
H -1.54629 -0.43147 0.20787
H -0.58480 0.98273 -0.31021
H -0.84343 0.98252 2.32111
H 0.58569 1.76094 1.64996
H 0.78433 0.56799 2.92690
H -0.68921 -1.26210 -3.13031
H -0.94788 0.19582 -2.75048
C 1.76381 -5.59273 -3.11066
C 1.10701 -4.20966 -3.12139
C 2.07602 -2.99961 -2.87791
O 2.39330 -2.94202 -1.47808
C 3.43529 -2.05384 -1.19449
N 0.38947 -4.09122 -4.39118
H 1.13592 -6.39535 -3.49752
H 1.96860 -5.76163 -2.05348
H 2.72823 -5.66538 -3.61337
H 0.32800 -4.15988 -2.36063
H 1.62433 -2.03653 -3.11574
H 2.98597 -3.21992 -3.43609
H 3.42930 -1.78438 -0.13833
H 3.62728 -1.17635 -1.81196
H 4.29644 -2.70441 -1.34705
H 1.11135 -3.97086 -5.08724
H 0.10718 -5.03900 -4.59644
C -2.81612 0.98874 0.52915
C -3.89643 1.33896 1.53003
C -4.34207 2.80821 1.47694
O -3.24024 3.70727 1.58925
C -3.59380 5.03937 1.75767
N -5.03009 0.47165 1.22753
H -3.09548 1.26979 -0.48627
H -2.54926 -0.06799 0.54330
H -1.87234 1.46880 0.78783
H -3.62075 1.10769 2.55892
H -4.99054 2.96477 2.33896
H -5.06200 3.07848 0.70445
H -4.30108 5.19711 0.94345
H -2.78954 5.77507 1.76036
H -4.09636 5.23038 2.70585
H -5.62429 0.75379 1.99396
H -5.49505 0.81914 0.40099
C 3.27762 0.52299 7.41052
C 2.06595 0.99805 6.62214
C 2.07077 0.47908 5.21050
O 3.17411 0.86484 4.37512
C 2.95441 0.58500 2.99134
N 0.89521 0.50411 7.34901
H 4.19501 0.87836 6.94128
H 3.22813 -0.56342 7.48395
H 3.18535 0.98862 8.39173
H 2.14020 2.08270 6.54392
H 1.15147 0.81082 4.72787
H 2.19920 -0.60323 5.22415
H 2.72251 -0.46413 2.80787
H 3.87078 0.77525 2.43264
H 2.17152 1.23875 2.60691
H 0.96039 -0.49987 7.26037
H 0.89239 0.80835 8.31210
C 3.08979 1.94318 -3.38086
C 3.55340 1.96859 -1.89766
C 2.94462 0.84369 -1.12104
O 3.64950 0.89065 0.13120
C 3.22165 -0.14361 1.07414
N 5.04459 1.83326 -1.93482
H 3.51434 2.76941 -3.95115
H 2.00559 1.97705 -3.48795
H 3.45393 1.03599 -3.86305
H 3.22673 2.96459 -1.59871
H 3.00527 -0.07592 -1.70305
H 1.92184 1.14169 -0.89032
H 2.18855 0.03387 1.37295
H 3.82186 -0.21289 1.98136
H 3.34380 -1.07958 0.52902
H 5.33306 0.94529 -2.32007
H 5.37643 2.42595 -2.68228
```

Löwdin atomic charge list, values in e, 5 entries: -0.0319, -0.2741, -0.1690, 0.0821, 0.0829

---

# C36H103N9O11

11 unconnected molecules or ions with the total composition C36H103N9O11 at a distorted geometry (ωB97M-V with the def2-TZVPD basis set, the OMol25 dataset).

Values from the calculation:
2S+1 = 1
strongest force on any atom = 3.2 eV/Å
gap between HOMO and LUMO = 8.84 eV
energy relative to the best compared isomer or geometry (same formula, charge and spin) = 152.1 kJ/mol

The geometry in XYZ format:
```
159
C36H103N9O11, DFT ωB97M-V with the def2-TZVPD basis set
O 0.44439 -3.92638 2.73603
H -0.50077 -3.89973 3.00246
H 0.89620 -3.33005 3.35031
O -3.43843 -0.94172 4.12010
H -4.23319 -1.43077 3.88003
H -3.21542 -0.44145 3.32663
C 3.38069 5.57640 -0.02235
C 3.84598 5.07235 1.33582
C 5.21663 5.77385 1.72138
O 5.02608 7.16738 1.74918
C 5.94780 7.81620 2.59093
N 2.88579 5.50896 2.37209
H 4.19971 5.55877 -0.73878
H 2.88990 6.54100 0.08707
H 2.60640 4.88224 -0.35923
H 4.06417 4.00777 1.41590
H 5.92082 5.50359 0.92224
H 5.61609 5.38066 2.65989
H 6.96754 7.45651 2.42368
H 5.61644 7.77272 3.63064
H 5.99568 8.85219 2.24562
H 3.18228 5.25594 3.30844
H 2.97337 6.52101 2.36076
C 0.12658 0.29366 6.15737
C 1.28218 -0.57576 5.67510
C 2.11486 -1.19086 6.84407
O 2.65587 -0.23829 7.72308
C 3.44126 0.77164 7.10374
N 0.79485 -1.64635 4.79469
H -0.22876 0.92419 5.34304
H 0.41844 1.01653 6.92578
H -0.64315 -0.31944 6.62723
H 1.95591 0.02682 5.06344
H 2.99017 -1.65052 6.36895
H 1.51088 -1.93257 7.36418
H 4.31904 1.07461 7.67662
H 2.82442 1.66066 6.97118
H 3.86799 0.38493 6.17462
H -0.06180 -1.40123 4.31071
H 0.50414 -2.41710 5.39361
C -2.20422 3.90947 -0.74124
C -1.41182 4.99651 -0.00514
C -0.29033 4.40069 0.84335
O -0.89454 3.66255 1.89052
C 0.02020 3.13044 2.84873
N -0.91226 5.94385 -0.99441
H -3.04090 3.70135 -0.07304
H -1.65979 3.04280 -1.11325
H -2.63240 4.33832 -1.64998
H -2.10813 5.51368 0.65366
H 0.15503 5.30584 1.27912
H 0.48989 3.82760 0.33693
H 0.74083 2.53915 2.27554
H -0.57634 2.49711 3.49981
H 0.58204 3.87595 3.41457
H -0.19701 5.54981 -1.59888
H -0.39610 6.70065 -0.54879
C -3.55281 1.18575 -7.79300
C -2.66253 1.65400 -6.65654
C -2.97814 1.10663 -5.28935
O -2.87336 -0.29537 -5.26135
C -2.40932 -0.76872 -3.99417
N -1.22766 1.41292 -7.01037
H -3.65231 0.09615 -7.78344
H -3.18357 1.42145 -8.78968
H -4.56265 1.56710 -7.62168
H -2.75499 2.74273 -6.57846
H -3.98364 1.41766 -4.98356
H -2.30236 1.61943 -4.60145
H -1.57304 -0.20865 -3.57744
H -2.30948 -1.85058 -4.04986
H -3.24366 -0.65344 -3.29098
H -1.20188 1.15516 -7.98808
H -0.96632 0.56426 -6.51334
C -2.12314 -6.15224 3.16355
C -3.08684 -4.97651 3.18861
C -4.23375 -5.10881 4.17830
O -5.06314 -6.22125 3.92730
C -6.10081 -6.29827 4.89311
N -2.23591 -3.84296 3.64405
H -2.73406 -7.05703 3.08848
H -1.48071 -6.25298 4.03675
H -1.50068 -6.12720 2.26980
H -3.41333 -4.70339 2.18681
H -4.80908 -4.17296 4.17932
H -3.81469 -5.14720 5.19256
H -5.63637 -6.40262 5.87721
H -6.76558 -7.14630 4.73970
H -6.75523 -5.42195 4.87771
H -2.74607 -2.96649 3.74728
H -1.88208 -3.96926 4.58951
C -1.33536 -1.20115 1.41395
C -0.93107 0.02689 0.62420
C 0.58758 0.22121 0.56871
O 0.90581 1.33789 -0.27997
C 2.24641 1.76742 -0.28984
N -1.53921 -0.09840 -0.72598
H -2.42439 -1.25824 1.37486
H -1.06648 -1.05338 2.46414
H -0.91236 -2.16244 1.12607
H -1.39670 0.93351 1.01337
H 1.25559 -0.55839 0.19151
H 0.92070 0.45025 1.58921
H 2.98309 0.97138 -0.42318
H 2.45246 2.38337 0.59365
H 2.39063 2.47950 -1.10436
H -0.92573 -0.44955 -1.45551
H -1.65170 0.85518 -1.06351
C 1.35605 -5.71895 -0.59353
C 2.44903 -4.72715 -0.31866
C 2.02155 -3.31117 -0.76019
O 1.46810 -3.36907 -2.04119
C 1.04509 -2.11059 -2.50224
N 2.85609 -4.79016 1.10160
H 1.22556 -5.70288 -1.68169
H 0.39711 -5.42147 -0.16139
H 1.55342 -6.74136 -0.27390
H 3.38767 -4.97235 -0.82511
H 2.91719 -2.67695 -0.77143
H 1.38555 -2.93022 0.05050
H 1.90157 -1.44761 -2.67450
H 0.26906 -1.62549 -1.90768
H 0.64846 -2.25497 -3.50993
H 3.11976 -5.72683 1.36613
H 2.04028 -4.50408 1.63729
C -2.31411 -5.28155 -4.63090
C -1.82031 -3.95340 -4.07251
C -1.66609 -3.98032 -2.54686
O -2.93532 -4.22295 -1.95083
C -2.95188 -4.16116 -0.53394
N -0.45970 -3.71621 -4.60210
H -1.70582 -6.15728 -4.39602
H -2.51051 -5.24741 -5.70214
H -3.25970 -5.53057 -4.13238
H -2.44642 -3.12736 -4.40779
H -1.37827 -2.97243 -2.23681
H -0.99016 -4.79723 -2.28085
H -2.95591 -3.11401 -0.21890
H -2.02085 -4.65336 -0.23043
H -3.82867 -4.72084 -0.21685
H 0.11394 -4.52971 -4.39958
H -0.49485 -3.73079 -5.61628
C 1.51576 5.49511 -3.85833
C 1.00622 4.18905 -4.45640
C 2.03372 3.08459 -4.76513
O 2.41975 2.42403 -3.57984
C 3.50255 1.58041 -3.91846
N -0.07709 3.67741 -3.58700
H 2.31856 5.38366 -3.12175
H 0.78017 6.14881 -3.39721
H 1.96536 6.02622 -4.70293
H 0.55363 4.52360 -5.39285
H 2.87455 3.59340 -5.26013
H 1.69358 2.36383 -5.51461
H 4.35523 2.17076 -4.27378
H 3.37009 0.84169 -4.71612
H 3.87896 1.01132 -3.06757
H 0.44321 3.20651 -2.84932
H -0.61640 2.96927 -4.06580
```

Löwdin atomic charge list, values in e, 5 entries: -0.1052, -0.0218, 0.0058, -0.0573, 0.0401

---

# C36H104BeF6N8O12P

A molecular structure, C36H104BeF6N8O12P at a distorted geometry (ωB97M-V with the def2-TZVPD basis set, the OMol25 dataset).

Values from the calculation:
2S+1 = 1
strongest force on any atom = 2.4 eV/Å
gap between HOMO and LUMO = 0.99 eV
net charge = +1

The geometry in XYZ format:
```
168
C36H104BeF6N8O12P, DFT ωB97M-V with the def2-TZVPD basis set
Be 12.67642 22.23825 -22.58896
P 7.73011 23.19269 -19.61644
F 9.31041 23.40982 -19.48003
F 7.86903 21.93062 -18.55859
F 7.49789 24.23244 -18.39262
F 6.14864 22.80182 -19.86015
F 7.63697 24.32096 -20.78058
F 8.20124 22.16874 -20.76915
C 17.80112 26.17079 -23.49671
C 16.45607 25.68935 -23.06337
C 15.54134 26.78778 -22.53024
O 14.27402 26.27607 -22.11788
C 13.44078 27.36801 -21.57455
N 15.78707 24.99795 -24.17723
H 17.80861 27.08791 -24.08572
H 18.35092 25.38751 -24.01853
H 18.38051 26.44249 -22.61433
H 16.62287 24.91364 -22.31600
H 15.36567 27.58531 -23.25218
H 15.93112 27.34962 -21.68141
H 13.30230 28.18500 -22.28269
H 13.79828 27.75280 -20.61945
H 12.44387 27.00217 -21.32873
H 15.85257 25.60799 -24.97951
H 16.53419 24.34655 -24.37118
C 11.03343 16.40062 -24.24154
C 11.28348 17.66519 -23.40185
C 11.83076 17.23069 -22.02766
O 11.75355 18.36009 -21.17081
C 11.82829 18.01442 -19.75724
N 12.23614 18.44520 -24.13634
H 11.96887 15.89922 -24.48983
H 10.50050 16.68634 -25.14843
H 10.46920 15.58898 -23.78219
H 10.36300 18.23353 -23.26841
H 12.82288 16.78238 -22.08064
H 11.18147 16.45520 -21.62130
H 11.02532 17.34868 -19.44082
H 11.80884 18.91965 -19.15039
H 12.77393 17.49336 -19.60764
H 13.10117 17.92479 -24.16811
H 11.98668 18.31700 -25.10662
C 5.97861 30.29997 -19.84027
C 6.42570 30.54085 -21.24439
C 5.58398 29.87695 -22.40110
O 6.25975 30.20633 -23.61493
C 5.60476 29.62027 -24.81911
N 6.38269 32.00365 -21.37185
H 6.60588 30.90119 -19.18212
H 6.10019 29.28333 -19.46643
H 4.96275 30.63533 -19.63133
H 7.46736 30.23983 -21.35587
H 4.52706 30.14290 -22.38344
H 5.65171 28.81228 -22.17754
H 5.79311 28.55536 -24.95540
H 5.86481 30.22739 -25.68622
H 4.52642 29.52746 -24.69001
H 5.40335 32.24670 -21.41581
H 6.64110 32.19717 -22.32886
C 9.86503 30.66966 -12.62798
C 11.17121 30.09732 -13.10052
C 12.04163 29.40763 -12.03035
O 12.44760 30.17954 -10.95035
C 13.33851 31.20794 -11.16621
N 10.80394 29.13146 -14.18088
H 9.27025 29.94384 -12.07344
H 9.28417 31.10284 -13.44226
H 10.05034 31.43636 -11.87570
H 11.83678 30.86863 -13.48808
H 12.94157 29.02189 -12.50933
H 11.42630 28.55840 -11.73326
H 13.27704 31.90025 -10.32656
H 13.05215 31.84960 -11.99950
H 14.38690 30.91541 -11.22466
H 10.23309 29.62535 -14.85193
H 10.12375 28.54368 -13.72050
C 1.63624 25.35085 -16.75981
C 1.43015 24.05877 -15.93296
C 0.67598 22.98280 -16.65321
O -0.70069 23.30222 -16.81290
C -1.39737 22.35998 -17.64059
N 2.73730 23.53539 -15.66044
H 2.08675 25.16545 -17.73489
H 2.27033 26.06172 -16.23001
H 0.67344 25.86175 -16.74982
H 0.93119 24.24180 -14.98131
H 0.66363 22.06724 -16.06185
H 1.12481 22.78931 -17.62749
H -0.92060 22.23343 -18.61259
H -2.40977 22.74557 -17.76080
H -1.55768 21.38000 -17.19110
H 2.71819 22.59576 -15.29051
H 3.22146 23.43842 -16.54151
C 1.47088 20.40551 -9.33122
C 1.88856 20.46802 -10.79683
C 2.95584 19.44021 -11.14996
O 3.49878 19.67471 -12.47067
C 4.37745 18.66054 -12.81510
N 0.60285 20.28046 -11.51440
H 1.01073 19.43417 -9.14994
H 0.81108 21.22745 -9.05340
H 2.36092 20.47536 -8.70588
H 2.31497 21.45184 -10.99271
H 2.60058 18.43130 -10.94023
H 3.71364 19.58990 -10.38091
H 4.71693 18.86351 -13.83081
H 4.06675 17.63140 -12.63501
H 5.29903 18.74948 -12.23987
H 0.68544 20.11398 -12.50715
H 0.08121 19.52708 -11.08966
C 10.27648 23.90843 -28.26933
C 9.01679 24.10194 -27.30755
C 8.07423 22.92837 -27.35818
O 7.45127 22.69308 -28.63076
C 6.68671 23.73012 -29.17827
N 9.50171 24.33254 -25.93277
H 10.92952 23.13466 -27.86570
H 10.83126 24.84505 -28.21387
H 9.95053 23.74426 -29.29641
H 8.48574 24.98875 -27.65343
H 7.25545 23.05125 -26.64924
H 8.60666 22.04422 -27.00761
H 7.30217 24.57766 -29.47992
H 5.97326 24.12119 -28.45291
H 6.07263 23.31412 -29.97699
H 9.85002 25.28058 -25.93437
H 8.68495 24.45964 -25.35238
C 4.37688 17.39463 -25.99915
C 3.67941 18.42044 -25.08531
C 4.51199 18.75873 -23.79619
O 4.48470 17.60990 -22.99266
C 5.14717 17.77973 -21.75581
N 3.49299 19.52823 -26.00614
H 3.98665 17.31839 -27.01404
H 4.46962 16.39736 -25.56910
H 5.41120 17.66835 -26.20741
H 2.66786 18.13423 -24.79729
H 4.03839 19.58756 -23.27004
H 5.50742 19.08833 -24.09384
H 4.57011 18.52156 -21.20373
H 6.21681 17.98740 -21.78459
H 5.01880 16.87141 -21.16710
H 3.50678 20.42594 -25.54352
H 4.26775 19.67891 -26.63634
C 1.54490 24.71277 -23.69062
O 2.00859 24.47224 -25.02280
H 2.28473 24.55868 -22.90513
H 1.11300 25.71230 -23.64071
H 0.76761 24.01231 -23.38517
H 1.20243 24.61127 -25.52516
C 12.34626 23.61928 -14.50350
O 12.81776 24.64311 -15.30051
H 13.06645 22.81043 -14.62669
H 12.15073 23.84204 -13.45457
H 11.36700 23.22625 -14.77674
H 12.14566 25.32323 -15.21493
C 7.20976 23.87768 -11.58837
O 6.91777 24.98199 -12.43304
H 7.24079 22.89589 -12.06083
H 8.17938 24.03912 -11.11734
H 6.48171 23.82525 -10.77886
H 6.16577 24.74032 -12.97865
C 16.48864 22.70817 -18.06939
O 15.18280 22.77154 -18.64976
H 16.43089 22.23569 -17.08882
H 17.14970 22.07060 -18.65640
H 17.00311 23.66499 -17.98035
H 14.73845 23.35839 -18.03351
```

Löwdin atomic charge list, values in e, 5 entries: 0.8657, 0.1522, -0.1961, -0.2055, -0.1627

---

> 2S+1 of number 2 (C36H103N9O11)?

1